(1)
ORCA calculation (ωB97M-V/def2-TZVPD) on a cluster of 8 separate species, C38H80BN8O11P in total.

Spin multiplicity: 1
Lowest unoccupied orbital energy (eV): -0.1
Molecular weight (Da): 866.9
SMILES: CCOP(=O)(CCB(CCCCn1cccc1)C[C@H]1CO1)OCC.CN(C)C=O.CN(C)C=O.CN(C)C=O.CN(C)C=O.CN(C)C=O.CN(C)C=O.CN(C)C=O
Net charge: 0
Gap between HOMO and LUMO (eV): 7.9

Positions of all 139 atoms, in Å:
1 C 1.6307 -2.8402 0.2150
2 C 0.1539 -2.1502 0.1498
3 O 0.0910 -1.4831 -1.1421
4 P -1.3236 -0.5423 -1.3185
5 O -1.4512 -0.2724 -2.8468
6 C -1.0371 1.0845 -0.3466
7 C -1.4172 2.3953 -1.1939
8 B -0.2609 3.5556 -1.1779
9 C 0.7514 3.8133 -2.4532
10 C 0.8581 2.5610 -3.4529
11 C 1.6960 1.3135 -2.8834
12 C 3.3151 1.5377 -2.9543
13 N 3.7974 1.4966 -1.5396
14 C 3.4208 2.3783 -0.4615
15 C 4.1338 1.9322 0.8475
16 C 5.0083 0.7029 0.4441
17 C 4.7469 0.5039 -1.0897
18 C -0.0567 4.5728 0.0885
19 C 0.4000 3.6090 1.4475
20 C 0.5633 4.4896 2.8879
21 O -0.6434 3.4601 2.5184
22 O -2.7552 -1.3379 -0.8553
23 C -3.8801 -0.4275 -0.7155
24 C -4.5006 0.0903 -2.1026
25 H 1.6671 -3.7994 -0.4276
26 H 1.9737 -3.0558 1.2795
27 H 2.3296 -2.0978 -0.3354
28 H -0.5826 -3.0429 0.1967
29 H 0.0362 -1.4595 1.0521
30 H 0.0294 1.1378 0.0940
31 H -1.7336 1.0817 0.5793
32 H -2.3599 2.8980 -0.7418
33 H -1.6669 2.2052 -2.2927
34 H 1.7756 4.1884 -2.1153
35 H 0.2547 4.6785 -3.0492
36 H 1.4413 2.9388 -4.3832
37 H -0.1673 2.2316 -3.8680
38 H 1.4454 0.4132 -3.5611
39 H 1.3460 1.0458 -1.8288
40 H 3.7554 0.6137 -3.4854
41 H 3.5310 2.5193 -3.4970
42 H 2.7321 3.2800 -0.4397
43 H 4.0293 2.4122 1.8776
44 H 5.6822 0.0809 1.1359
45 H 5.2259 -0.3043 -1.7503
46 H -1.0001 5.1284 0.4061
47 H 0.8683 5.2272 -0.0458
48 H 1.1819 2.7145 1.2511
49 H 0.2894 4.1825 3.9453
50 H 1.6188 3.9691 2.9813
51 H -3.6907 0.4787 -0.0466
52 H -4.7229 -1.0292 -0.1982
53 H -4.9032 -0.7555 -2.7710
54 H -3.7827 0.7896 -2.6811
55 H -5.4215 0.7413 -1.8457
56 C 5.6339 -7.3737 1.0280
57 N 4.5750 -6.3831 1.0500
58 C 4.8801 -5.0427 1.5088
59 C 3.3032 -6.6702 0.6539
60 O 2.3727 -5.8832 0.6493
61 H 6.0224 -7.5011 2.0407
62 H 6.4329 -7.0241 0.3732
63 H 5.2651 -8.3340 0.6624
64 H 4.2496 -4.8068 2.3701
65 H 4.6597 -4.3313 0.7085
66 H 5.9312 -4.9652 1.7903
67 H 3.1785 -7.7142 0.3244
68 C -9.5773 3.8006 -2.6128
69 N -8.5539 2.7957 -2.4037
70 C -7.8869 2.2164 -3.5536
71 C -8.1948 2.3751 -1.1606
72 O -7.3415 1.5354 -0.9255
73 H -10.3807 3.3701 -3.2168
74 H -9.1385 4.6508 -3.1416
75 H -9.9886 4.1435 -1.6612
76 H -8.0499 1.1354 -3.5528
77 H -6.8135 2.4092 -3.4785
78 H -8.2725 2.6453 -4.4788
79 H -8.7565 2.8733 -0.3545
80 C 11.5583 -5.8689 -0.1625
81 N 10.1416 -6.1393 -0.0137
82 C 9.3012 -6.1520 -1.1949
83 C 9.5745 -6.3819 1.1999
84 O 8.3920 -6.6155 1.3939
85 H 11.6871 -4.8812 -0.6118
86 H 11.9986 -6.6273 -0.8155
87 H 12.0646 -5.8901 0.8030
88 H 8.5188 -5.3964 -1.0860
89 H 8.8293 -7.1336 -1.2881
90 H 9.8920 -5.9427 -2.0872
91 H 10.2987 -6.3493 2.0287
92 C -3.2192 0.1107 5.9189
93 N -2.5988 1.4119 5.7781
94 C -2.5163 2.0123 4.4600
95 C -2.0893 2.0917 6.8449
96 O -1.5567 3.1851 6.7933
97 H -2.6698 -0.6138 5.3119
98 H -4.2535 0.1692 5.5694
99 H -3.2117 -0.2164 6.9599
100 H -1.4682 2.1916 4.2144
101 H -3.0423 2.9701 4.4705
102 H -2.9622 1.3564 3.7110
103 H -2.2028 1.5490 7.7974
104 C -3.3418 1.5358 -6.1373
105 N -4.3846 2.5434 -6.1550
106 C -4.0695 3.8874 -5.7127
107 C -5.6527 2.2676 -6.5744
108 O -6.5719 3.0665 -6.6130
109 H -2.9763 1.4181 -5.1137
110 H -2.5212 1.8611 -6.7823
111 H -3.7183 0.5761 -6.4944
112 H -4.7149 4.1475 -4.8698
113 H -4.2616 4.5875 -6.5296
114 H -3.0240 3.9551 -5.4092
115 H -5.7853 1.2197 -6.8880
116 C -12.9938 2.3021 2.0121
117 N -11.8435 3.0932 1.6245
118 C -10.6294 2.9999 2.4127
119 C -11.8656 3.9223 0.5429
120 O -10.9347 4.6123 0.1650
121 H -13.2924 2.5804 3.0261
122 H -12.7222 1.2436 1.9895
123 H -13.8317 2.4707 1.3338
124 H -10.3793 3.9894 2.8031
125 H -9.8120 2.6595 1.7724
126 H -10.7627 2.3018 3.2397
127 H -12.8329 3.9188 0.0156
128 C 10.1864 -2.5347 5.0875
129 N 10.5181 -3.1719 3.8292
130 C 9.4483 -3.5199 2.9142
131 C 11.8036 -3.4554 3.4767
132 O 12.1468 -3.9890 2.4362
133 H 9.5291 -3.1950 5.6590
134 H 9.6702 -1.5928 4.8848
135 H 11.0848 -2.3312 5.6724
136 H 9.4691 -4.5966 2.7353
137 H 9.6091 -3.0031 1.9645
138 H 8.4807 -3.2347 3.3286
139 H 12.5381 -3.1515 4.2394

(2)
ORCA calculation (ωB97M-V/def2-TZVPD) on a cluster of 6 separate species, C38H80BNO14P in total.

Spin multiplicity: 1
Lowest unoccupied orbital energy (eV): 2.3
Molecular weight (Da): 816.8
Net charge: -1
Gap between HOMO and LUMO (eV): 6.6

Positions of all 135 atoms, in Å:
1 C 1.3514 -0.2327 2.1748
2 C 2.9689 -0.1627 1.9019
3 P 3.4717 -0.7929 0.1608
4 C 2.4960 -2.4336 -0.2276
5 C 2.9708 0.4570 -1.2201
6 C 3.0003 -0.3982 -2.6615
7 C 1.6446 -0.3399 -3.5081
8 C 1.5291 -1.1727 -4.9040
9 C 2.9167 -1.9753 -5.1963
10 C 4.1492 -1.8202 -4.1819
11 N 4.3040 -1.0711 -2.9038
12 C 3.8438 1.8773 -1.3032
13 O 2.9307 2.9978 -0.9054
14 B 1.5434 2.4784 -1.1678
15 C 0.2877 3.3669 -0.5880
16 C -1.1282 2.5547 -0.4316
17 C -1.9714 2.8969 0.9410
18 C -3.5617 2.6847 0.6117
19 C -4.1088 1.1472 0.7367
20 C -3.0190 0.0512 1.2766
21 O -3.5567 -1.2936 0.8818
22 C -2.9123 -1.5168 -0.4550
23 C -1.4207 -2.2189 -0.6425
24 O -3.5013 -1.1122 -1.6143
25 O 1.6907 1.0569 -0.8001
26 H 1.1570 -0.2126 3.3346
27 H 0.8317 -1.2140 1.7714
28 H 0.7718 0.6722 1.7118
29 H 3.4133 0.9157 2.1280
30 H 3.4707 -0.9174 2.6786
31 H 3.1552 -3.0338 -0.9995
32 H 1.4971 -2.1003 -0.7424
33 H 2.3300 -3.0264 0.7900
34 H 0.7305 0.2971 -3.1313
35 H 0.5890 -1.2102 -5.5997
36 H 3.0089 -2.6621 -6.1492
37 H 5.1377 -2.4149 -4.4989
38 H 4.8010 1.7253 -0.6473
39 H 4.2697 2.1188 -2.3889
40 H 1.4897 2.6271 -2.3509
41 H 0.5237 3.9507 0.4164
42 H 0.0888 4.2226 -1.3962
43 H -1.8438 2.8713 -1.3334
44 H -0.8953 1.4197 -0.5942
45 H -1.8086 4.0636 1.1351
46 H -1.5810 2.3576 1.9036
47 H -4.2049 3.3856 1.3328
48 H -3.8482 3.0521 -0.4875
49 H -4.6531 0.8315 -0.2776
50 H -4.9864 1.1697 1.5459
51 H -1.9571 0.1140 0.7895
52 H -2.9356 0.0076 2.4606
53 H -1.1876 -2.8867 0.2993
54 H -1.2812 -2.7660 -1.6699
55 H -0.6104 -1.3427 -0.6175
56 C 6.0580 -6.7599 -8.1947
57 O 7.2433 -6.1909 -7.6420
58 C 7.3204 -4.7811 -7.8611
59 C 6.8935 -3.9961 -6.6159
60 O 5.5056 -4.2006 -6.3266
61 C 5.3030 -5.1582 -5.2922
62 H 5.9143 -7.7463 -7.7503
63 H 5.1722 -6.1518 -7.9835
64 H 6.1780 -6.8722 -9.2754
65 H 6.7286 -4.4883 -8.7368
66 H 8.3691 -4.5478 -8.0768
67 H 7.0217 -2.9266 -6.8147
68 H 7.5130 -4.2545 -5.7514
69 H 5.4983 -4.6973 -4.3208
70 H 5.9402 -6.0396 -5.4141
71 H 4.2593 -5.4812 -5.3254
72 C 0.8897 5.5094 3.8881
73 O 0.1537 4.3282 3.5766
74 C 0.9878 3.1696 3.5192
75 C 0.8999 2.3510 4.8119
76 O 1.4375 3.0789 5.9222
77 C 0.4219 3.6827 6.7173
78 H 0.1824 6.2784 4.2036
79 H 1.6079 5.3453 4.6983
80 H 1.4157 5.8567 2.9949
81 H 2.0251 3.4452 3.2939
82 H 0.6215 2.5525 2.6911
83 H 1.5112 1.4492 4.6981
84 H -0.1289 2.0370 5.0144
85 H -0.0396 2.9284 7.3594
86 H -0.3480 4.1655 6.1077
87 H 0.8889 4.4438 7.3476
88 C -4.7391 6.9076 0.5208
89 O -5.2617 6.1424 1.6049
90 C -5.4649 6.9330 2.7775
91 C -6.9352 7.3365 2.9337
92 O -7.3449 8.2150 1.8791
93 C -8.0640 7.5345 0.8554
94 H -4.8844 6.3386 -0.3991
95 H -5.2462 7.8724 0.4158
96 H -3.6685 7.0692 0.6722
97 H -4.8103 7.8129 2.7744
98 H -5.1817 6.3122 3.6349
99 H -7.0488 7.8917 3.8711
100 H -7.5857 6.4575 2.9820
101 H -9.0904 7.3547 1.1842
102 H -7.5949 6.5842 0.5825
103 H -8.0849 8.1745 -0.0305
104 C 1.4359 -2.7955 8.6409
105 O 2.5068 -3.3099 7.8518
106 C 2.0904 -3.6465 6.5272
107 C 2.4666 -2.5492 5.5255
108 O 1.7476 -1.3390 5.7902
109 C 2.5312 -0.3882 6.5043
110 H 1.8639 -2.2937 9.5105
111 H 0.8273 -2.0724 8.0878
112 H 0.8063 -3.6213 8.9825
113 H 1.0149 -3.8590 6.4973
114 H 2.6178 -4.5661 6.2501
115 H 2.1768 -2.8770 4.5212
116 H 3.5459 -2.3673 5.5219
117 H 3.2257 0.1046 5.8195
118 H 3.0903 -0.8467 7.3258
119 H 1.8577 0.3633 6.9241
120 C -4.9042 -5.0569 -2.4635
121 O -3.8333 -5.5713 -3.2526
122 C -4.2497 -5.9078 -4.5772
123 C -3.8735 -4.8106 -5.5789
124 O -4.5925 -3.6004 -5.3141
125 C -3.8088 -2.6495 -4.6001
126 H -4.4762 -4.5551 -1.5939
127 H -5.5127 -4.3338 -3.0166
128 H -5.5338 -5.8826 -2.1219
129 H -5.3252 -6.1204 -4.6071
130 H -3.7223 -6.8275 -4.8543
131 H -4.1632 -5.1383 -6.5832
132 H -2.7942 -4.6287 -5.5825
133 H -3.1143 -2.1567 -5.2849
134 H -3.2498 -3.1081 -3.7786
135 H -4.4824 -1.8980 -4.1803

> The highest gap between HOMO and LUMO belongs to which entry?

C38H80BN8O11P

> Which of these has the highest net charge?

C38H80BN8O11P

> Look up the lowest unoccupied orbital energy of the first one.

-0.1 eV